1.
81
Properties=species:S:1:pos:R:3:forces:R:3 method="wB97M-V/def2-TZVPD" charge=0 gap_ha=0.2977 spin_multiplicity=1
I 2.34040 3.83972 -0.41665 0.241 -0.002 0.328
Br 0.19156 -1.42337 0.55998 0.394 -0.004 -0.139
Br -2.50930 0.35364 5.14102 -0.187 0.008 -0.275
Br 2.96359 -3.49439 3.61968 0.048 0.046 0.154
Cl 1.08035 1.13710 5.49044 0.159 -0.026 -0.114
F 1.04712 -3.93420 1.81579 0.287 -0.898 -0.323
F 0.41919 -2.61532 3.32737 -0.437 0.466 1.161
F 2.80408 -2.14744 0.85637 0.291 0.162 -0.900
O 9.27713 -0.35254 -1.84136 0.032 -0.174 0.273
O 3.27417 1.69978 4.08913 -0.653 -0.155 0.083
O -2.72054 -4.46296 -5.81507 -0.370 0.095 0.159
O -2.98934 -1.47023 -1.20548 0.331 -0.056 -0.171
O 5.46215 2.35611 -1.60887 0.011 -0.200 0.381
O 8.89528 -1.32342 0.61360 0.070 0.156 -0.388
O -9.87652 -0.70722 -6.90474 0.068 0.419 0.064
O -0.64604 -2.02786 -2.38718 -0.394 0.124 0.102
O 1.09129 3.11714 2.14295 0.815 -0.015 0.141
O -9.43434 1.88600 -6.45528 -0.110 -0.263 -0.113
O 5.12712 1.44926 0.90385 0.112 0.134 -0.269
O -5.05540 -3.84269 -4.68741 0.228 -0.128 -0.206
O -7.04206 -1.60347 -3.28037 0.005 0.332 0.197
O -6.66434 0.99427 -2.77702 -0.055 -0.418 -0.089
C 2.11716 0.87452 1.88408 0.144 0.387 0.250
C -8.48326 -1.26365 -5.10948 0.134 -0.070 0.174
C -4.11755 -2.63650 -2.88982 -0.069 -0.132 -0.120
C 1.91098 2.01706 4.15266 0.317 0.786 -0.203
C -0.16687 1.25228 2.80285 0.050 1.513 -0.247
C 4.31368 0.53958 5.89759 -0.830 -0.314 -0.037
C 8.03491 -0.42498 0.14049 -0.076 -0.193 0.471
C 6.99273 0.01562 0.85616 -0.211 0.148 0.027
C -1.64157 -2.47279 -2.93096 0.363 -0.242 -0.395
C 6.08003 0.99821 0.29011 0.062 -0.253 0.423
C 7.37543 1.03794 -1.82386 0.216 -0.161 0.023
C 2.21977 -0.53920 2.49987 0.180 0.542 -0.677
C -8.88069 1.11421 -5.69440 0.217 0.432 0.281
C -1.21351 2.23660 3.38187 -0.115 -1.736 -0.197
C 4.41867 -0.58528 6.30012 0.211 0.533 0.056
C 1.26049 1.84002 2.74438 -0.380 -1.850 0.161
C -2.98741 -2.19137 -2.32900 -0.384 0.052 0.127
C 6.32790 1.47633 -1.11231 0.004 0.196 -0.462
C -4.06584 -3.42084 -4.11856 -0.319 0.236 0.409
C 3.96816 1.84014 5.31282 1.492 0.029 0.111
C -1.58948 -3.27583 -4.14572 0.094 0.109 0.159
C -9.07814 -0.35922 -5.89740 -0.071 -0.495 -0.068
C -7.62134 -0.82914 -4.02012 -0.246 -0.419 -0.316
C 1.45707 -2.91590 2.57276 -0.337 0.151 -1.422
C 1.78702 -1.71425 1.62026 -0.055 -0.243 2.175
C 8.30167 0.07246 -1.24979 -0.146 0.337 -0.486
C -7.44394 0.64485 -3.80001 0.079 0.482 0.089
C 2.26793 3.76896 1.76440 -0.763 0.363 0.037
C -2.52985 1.45013 3.53078 0.202 1.079 -0.189
C -2.71934 -3.72420 -4.70632 0.467 -0.108 -0.203
C -8.03589 1.54905 -4.58960 -0.131 0.052 -0.180
H -3.65952 -4.65182 -6.00791 0.028 -0.009 -0.022
H 9.55033 -1.46607 -0.09741 0.006 -0.017 0.037
H 1.83507 3.08159 4.40157 -0.302 -0.134 0.270
H -1.35460 3.01822 2.63712 -0.041 0.265 0.308
H -2.70973 0.82077 2.66269 0.054 -0.262 0.146
H -2.05298 -1.27335 -1.01686 -0.037 0.033 -0.002
H 3.13134 1.24514 1.81748 0.031 0.135 -0.101
H 1.71951 0.90109 0.86847 -0.153 -0.258 0.085
H 4.77404 2.51945 -0.93236 -0.011 0.044 -0.028
H 7.56898 1.37529 -2.83220 -0.023 0.021 0.006
H 3.47570 2.48222 6.04281 -0.300 -0.083 -0.076
H -10.17266 0.12972 -7.31252 -0.009 -0.041 -0.023
H 3.27104 -0.72362 2.72719 -0.035 -0.103 -0.033
H -0.44446 1.13746 1.75416 0.001 -0.255 0.001
H 4.54511 -1.53637 6.74041 0.058 -0.337 0.026
H 3.18520 3.34438 2.16581 -0.009 -0.210 -0.275
H -0.20120 0.27744 3.27891 0.030 0.056 0.133
H -0.92001 2.60854 4.36074 -0.016 0.361 -0.123
H -3.35702 2.15552 3.59246 -0.126 -0.241 0.342
H 6.79253 -0.33201 1.86025 0.017 -0.012 -0.005
H -5.08987 -2.43710 -2.46558 -0.004 -0.020 -0.014
H 2.16608 4.80201 2.08332 0.147 0.107 -0.271
H -7.91426 2.61292 -4.44255 0.018 -0.009 0.013
H -8.61540 -2.32759 -5.24713 0.009 0.006 -0.021
H -0.61463 -3.48711 -4.56203 -0.011 -0.005 -0.014
H -6.36165 0.15851 -2.37242 0.022 0.050 0.020
H 1.71725 -0.59286 3.46313 -0.206 -0.078 -0.092
H 4.92319 2.31922 5.07515 -0.121 0.184 -0.115


2.
67
Properties=species:S:1:pos:R:3:forces:R:3 method="wB97M-V/def2-TZVPD" charge=+2 gap_ha="0.2510 / 0.2484" e_above_lowest_ev=4.859 spin_multiplicity=3
Br 3.98379 -5.84610 3.39213 0.045 -0.092 0.060
V -0.49839 -1.08269 0.96390 0.376 1.126 0.021
O -3.17817 -2.89957 3.16448 -0.028 -0.108 0.119
O -1.80881 -2.32856 1.47756 -0.173 0.178 0.219
N -1.00666 -0.97333 -1.05455 0.036 -0.337 0.129
N -1.20880 -0.02257 2.64155 -0.145 -0.019 0.194
N -1.21122 2.88805 -2.54810 -0.030 -0.005 0.009
N 1.30122 -1.34284 0.35188 -0.068 -2.296 -0.595
C 1.50060 -3.69691 0.91059 -0.151 0.012 -0.237
C 3.13466 -2.14526 1.78333 0.195 0.059 -0.024
C 0.10082 -0.03679 -3.02416 -0.051 0.152 -0.274
C 2.97097 -1.31017 -3.02692 -0.050 0.100 -0.056
C -1.44927 1.61640 4.41388 0.042 0.045 0.005
C 2.51468 -1.58205 -1.80518 0.217 0.069 0.278
C -1.21237 0.52334 -3.56320 0.040 0.024 -0.017
C -2.13697 -0.63253 -3.84155 0.038 -0.035 0.043
C -2.32481 0.74273 5.08511 -0.018 0.040 0.059
C 0.30221 3.29036 3.04604 -0.006 0.072 0.081
C -2.16316 -1.36077 -1.49932 -0.099 -0.090 -0.219
C 3.72631 -3.17512 2.50095 -0.204 -0.194 -0.120
C -1.10698 2.88889 4.94451 -0.094 -0.145 0.025
C 1.47577 0.03104 0.13178 -0.342 0.346 -0.229
C 3.19249 -4.45799 2.41538 -0.075 0.064 -0.060
C -2.62573 -0.47196 4.53730 -0.077 -0.132 0.053
C 1.41713 -0.89730 -1.08283 -0.241 0.913 0.629
C 2.07539 -4.72969 1.62483 0.285 0.188 0.121
C 2.04004 -2.41752 0.98220 0.020 0.423 0.287
C 0.12411 -0.67312 -1.83075 0.125 -0.168 -0.129
C -0.25130 3.70993 4.27988 0.088 -0.019 -0.157
C 0.05828 2.82535 -1.75975 0.103 -0.039 0.054
C -0.89667 1.20264 3.18123 0.226 0.261 -0.160
C -2.05028 -0.81299 3.31654 0.130 -0.168 -0.347
C -1.91869 1.55929 -2.68174 0.052 -0.050 0.032
C -2.59014 -1.44124 -2.87752 0.093 0.036 0.239
C -0.00955 2.07750 2.50513 -0.135 -0.152 0.057
C -2.40105 -2.14865 2.66136 -0.013 0.162 -0.237
C 2.47802 -0.26090 -3.89158 0.140 -0.168 0.105
C -1.00647 3.59502 -3.84842 -0.010 0.023 -0.076
C 1.25510 0.28386 -3.86658 -0.223 0.054 0.073
H 1.05751 1.02169 -4.63758 -0.034 0.003 0.003
H -2.45580 -0.77568 -4.86688 -0.033 -0.068 0.009
H 0.01167 4.67468 4.68955 0.013 0.012 -0.003
H 3.53094 -1.13863 1.84055 0.002 -0.015 0.023
H 2.35439 0.55763 0.48799 0.170 -0.227 -0.027
H -0.99805 0.98972 -4.52408 -0.026 0.016 0.014
H -3.29202 -1.18611 4.99962 -0.006 0.021 0.017
H -2.75142 1.05077 6.03168 -0.017 -0.033 0.007
H -1.53961 3.18479 5.89126 -0.004 0.004 0.008
H 3.16213 0.07362 -4.66241 -0.045 0.041 -0.022
H 1.66428 -5.72716 1.57920 0.016 -0.025 -0.001
H -0.71984 4.62362 -3.64468 0.002 -0.007 0.023
H 3.80105 -1.88919 -3.41074 0.018 -0.043 0.072
H -2.84713 -1.72311 -0.73620 -0.011 0.011 -0.003
H 0.99560 3.93838 2.52566 -0.004 0.038 0.029
H 0.82528 2.33981 -2.35661 -0.025 0.016 -0.020
H -0.10625 2.24633 -0.85114 -0.011 0.054 -0.021
H -2.90016 1.78386 -3.09948 0.002 -0.001 -0.006
H 2.98697 -2.38031 -1.24212 0.032 -0.018 -0.079
H 0.36624 3.84214 -1.52828 -0.028 0.005 0.033
H -0.21013 3.10400 -4.39952 -0.004 -0.017 0.012
H -3.33665 -2.19542 -3.09326 -0.008 0.009 -0.051
H 0.62967 -3.88867 0.29024 0.011 0.005 0.036
H -1.93234 3.57407 -4.41793 -0.006 0.004 0.004
H -2.04664 1.19366 -1.66516 -0.054 0.048 -0.004
H 0.42586 1.75149 1.57057 -0.009 -0.023 -0.002
H 4.58736 -2.99780 3.12818 0.016 0.062 -0.004
H -1.85903 3.46410 -2.00782 0.026 -0.001 -0.004


3.
76
Properties=species:S:1:pos:R:3:forces:R:3 method="wB97M-V/def2-TZVPD" charge=0 gap_ha="0.2510 / 0.2549" e_above_lowest_ev=0.167 spin_multiplicity=4
Pt -0.59187 -0.38156 0.01977 0.775 -0.551 -0.468
Ge 1.62182 -1.45778 -0.32917 -0.078 -0.078 -0.203
Cl 1.72616 -2.77478 -2.10958 0.036 0.227 0.142
Cl 3.51596 -0.37383 -0.40461 -0.290 -0.021 0.004
Cl 1.98972 -2.94533 1.24074 -0.049 0.050 0.001
P -1.84457 -1.30380 -1.72062 -0.134 0.079 0.131
Si -1.08285 1.95297 0.34263 -0.735 0.651 0.164
Si -1.32760 -1.03169 2.22024 -0.306 0.183 0.432
F 0.03729 -0.83422 -8.11783 0.128 -0.051 0.095
F 1.31793 -2.47115 -7.50885 -0.027 0.094 0.015
F -7.43225 2.34070 -1.01301 0.040 -0.007 -0.126
F -7.83843 1.45228 -2.94840 0.073 0.079 0.069
F -6.61988 3.23660 -2.81421 -0.052 -0.099 0.061
F -3.18174 -7.15240 1.11482 -0.041 -0.009 -0.065
F -5.07044 -6.90432 0.08191 0.066 -0.008 -0.007
F -3.38946 -7.81409 -0.93535 -0.026 0.036 0.066
F 1.93488 -0.42273 -7.15426 -0.080 -0.080 -0.035
C -3.70361 0.21216 3.18059 -0.015 0.050 -0.026
C -5.31601 0.61862 -0.88728 -0.087 0.047 -0.027
C -0.32938 -0.22047 -3.73363 -0.042 -0.007 0.075
C -3.73742 -6.84127 -0.06944 -0.006 -0.118 0.007
C -4.67059 2.28372 2.45752 -0.017 0.040 -0.012
C -0.58016 -2.37705 -5.46237 0.025 -0.004 -0.074
C -4.17875 -0.16396 -0.81569 0.132 -0.109 -0.083
C -1.09611 -1.32562 -3.37058 0.203 0.122 0.163
C -4.88355 1.00979 -3.22971 -0.038 0.028 0.030
C -3.37722 -0.35179 -1.94276 -0.060 0.042 0.191
C -6.88862 2.06277 -2.20960 -0.128 0.073 -0.006
C -3.75552 -3.37350 -1.56955 0.105 0.011 -0.051
C -3.28220 -5.49402 -0.55208 0.023 0.108 -0.040
C 0.88041 -1.25374 -7.14656 -0.030 0.025 -0.162
C -2.61778 0.38511 2.31898 0.128 -0.434 0.163
C -1.22727 -2.40189 -4.23837 -0.063 -0.008 0.027
C -4.71908 1.15458 3.26134 -0.054 -0.028 0.026
C -1.94371 -5.14683 -0.41324 -0.076 -0.029 -0.017
C -2.15971 -2.70885 2.52846 0.160 0.286 -0.203
C -2.55504 1.54530 1.52185 0.307 0.152 -0.222
C -4.18158 -4.62250 -1.14571 -0.044 -0.129 0.007
C -1.52073 -3.90004 -0.83196 0.088 0.058 -0.042
C -5.65766 1.21124 -2.09442 0.081 -0.058 0.003
C -3.59638 2.47167 1.59926 -0.020 0.020 0.007
C -3.74125 0.23073 -3.15418 0.043 -0.087 -0.010
C 0.01908 3.20144 1.25321 0.162 -0.516 -0.199
C -0.04288 -0.80052 3.59975 -0.058 -0.027 -0.399
C 0.19136 -1.27834 -5.81155 0.014 0.036 0.078
C -2.42501 -3.00005 -1.39797 0.036 0.069 0.221
C 0.31156 -0.19016 -4.95767 0.002 -0.046 -0.051
C -1.75841 2.90057 -1.16296 0.156 -0.290 0.204
H -5.17271 1.46601 -4.16758 0.021 0.003 -0.001
H -1.24760 -5.83771 0.04367 0.022 0.019 -0.008
H -2.30831 3.78160 -0.82215 0.023 0.025 -0.002
H -5.54541 1.00614 3.94578 -0.010 0.000 -0.022
H -1.44010 -3.51055 2.34968 0.024 0.011 -0.003
H -0.52313 -1.02254 4.55677 -0.055 0.018 -0.008
H -5.46678 3.01740 2.49496 0.006 -0.003 0.023
H -3.57737 3.35791 0.97397 -0.022 0.012 0.029
H 0.34202 0.21910 3.64098 -0.017 0.010 -0.039
H -5.21528 -4.91663 -1.26637 0.002 0.032 0.012
H -2.48020 -2.78440 3.57073 -0.009 0.035 0.007
H -1.82048 -3.26320 -3.95885 0.037 -0.013 0.009
H -0.48016 -3.61841 -0.71666 -0.070 -0.041 0.077
H -0.94273 3.24971 -1.79949 0.027 -0.012 0.017
H -3.13729 0.07211 -4.03769 -0.002 0.049 -0.007
H -0.60129 4.06505 1.50535 -0.076 -0.024 -0.027
H -3.75386 -0.67648 3.80154 -0.061 0.014 -0.001
H -3.90196 -0.63456 0.12055 -0.033 0.088 0.040
H 0.44479 2.80807 2.17669 -0.028 -0.031 -0.005
H -4.46614 -2.69822 -2.02637 -0.004 0.039 0.042
H 0.83960 3.54165 0.61904 -0.004 0.002 0.004
H -2.43158 2.29607 -1.77179 -0.026 -0.014 0.023
H -5.92423 0.78040 -0.00835 0.016 -0.020 0.005
H -0.22379 0.60481 -3.03677 0.048 -0.003 -0.021
H -0.66033 -3.21570 -6.14111 -0.003 -0.006 0.020
H 0.92136 0.65639 -5.24052 -0.003 0.004 0.017
H -3.02480 -2.88474 1.88621 -0.003 0.031 -0.031
H 0.79992 -1.48158 3.47399 -0.026 0.001 0.001


Q: Which electronic energy values were calculated for the entries above? A: -300165.0868, -138370.9429, -179439.9622, in eV.